Record 1
Computed, not measured: C7H20BGaNO4 as an isolated structure, with ωB97M-V/def2-TZVPD.

Each line ends with the Löwdin charge.
Element x y z (Å)
O1 0.943 -1.286 0.666  -0.128
C1 0.809 -1.637 -0.710  -0.252
C2 0.153 -0.554 -1.589  -0.194
C3 -0.601 0.545 -0.828  -0.322
C4 -2.109 0.512 -1.091  -0.328
Ga1 -2.883 -1.287 -0.475  0.380
B1 -2.778 -2.806 -1.970  -0.780
O2 -2.452 -4.121 -1.723  0.058
O3 -3.125 -2.559 -3.300  0.042
H1 0.146 -1.593 1.112  0.044
H2 1.817 -1.854 -1.065  0.101
H3 0.251 -2.570 -0.791  0.098
H4 -0.568 -1.060 -2.231  0.071
H5 0.897 -0.119 -2.256  0.094
H6 -0.476 0.461 0.245  0.067
H7 -0.179 1.515 -1.113  0.090
H8 -2.562 1.283 -0.466  0.028
H9 -2.344 0.763 -2.129  0.035
H10 -2.125 -1.760 0.904  -0.076
H11 -4.454 -1.064 -0.133  -0.102
H12 -2.226 -4.158 -0.790  0.050
H13 -2.723 -1.720 -3.535  0.055
C5 1.301 1.158 2.738  -0.015
C6 1.153 2.395 1.884  -0.554
O4 0.069 2.894 1.658  0.037
N1 2.292 2.923 1.342  0.004
C7 3.650 2.446 1.482  -0.090
H14 0.311 0.868 3.074  0.088
H15 1.724 0.339 2.156  0.063
H16 1.933 1.354 3.607  0.078
H17 2.124 3.735 0.771  0.133
H18 4.287 3.211 1.932  0.075
H19 4.069 2.181 0.508  0.080
H20 3.674 1.564 2.113  0.070

Cartesian forces, eV/Å:
0.3 -0.3 0.0
0.1 -0.1 0.0
0.0 0.0 0.2
-0.3 0.3 -0.5
0.1 -0.3 0.6
-0.3 0.2 -0.2
0.0 0.4 0.1
-0.1 -0.3 0.1
0.5 -0.4 -0.2
-0.3 0.2 0.0
0.1 0.0 0.0
-0.2 0.0 0.0
0.0 -0.1 -0.1
0.2 0.1 0.0
0.3 -0.1 0.1
0.1 0.1 0.1
-0.2 0.1 -0.1
0.0 -0.1 -0.1
0.2 0.0 0.0
0.0 -0.1 0.1
-0.1 -0.2 0.1
-0.5 0.3 0.0
0.1 0.1 0.0
0.0 -0.3 -0.1
0.0 0.3 0.1
0.0 0.0 0.1
-0.1 0.1 -0.1
0.0 0.0 0.0
0.0 0.0 0.0
0.0 0.0 0.0
0.0 0.0 0.0
0.0 0.0 0.0
0.0 -0.1 0.0
0.0 0.0 0.0

## Properties
HOMO-LUMO gap   0.2496 hartree
HOMO   -4.03 eV
Total charge   -1

Record 2
Computed, not measured: C7H20ClInNO as an isolated structure, with ωB97M-V/def2-TZVPD.

Each line ends with the Löwdin charge.
Element x y z (Å)
C1 1.405 -3.082 2.575  -0.180
C2 1.039 -1.680 2.181  -0.851
Cl1 1.006 -0.642 3.669  0.521
C3 -0.285 -1.536 1.447  -0.399
In1 -2.068 -2.605 2.309  0.165
H1 0.647 -3.528 3.206  0.023
H2 1.487 -3.667 1.663  0.080
H3 2.346 -3.076 3.116  0.060
H4 1.848 -1.297 1.568  0.075
H5 -0.474 -0.471 1.386  -0.012
H6 -0.091 -1.849 0.422  0.030
H7 -1.718 -3.344 3.909  -0.145
H8 -3.385 -1.423 2.537  -0.169
H9 -2.478 -3.937 1.191  -0.170
C4 -0.701 3.229 -2.454  -0.075
C5 -0.298 1.833 -2.918  -0.435
C6 -0.328 0.772 -1.808  -0.212
O1 0.752 0.831 -0.905  -0.195
C7 0.603 1.742 0.169  -0.109
N1 1.009 1.908 -3.581  0.030
H10 0.092 3.712 -1.885  0.063
H11 -0.912 3.864 -3.316  0.070
H12 -1.597 3.194 -1.831  0.078
H13 -1.028 1.517 -3.669  0.131
H14 -0.257 -0.212 -2.280  0.123
H15 -1.280 0.796 -1.262  0.126
H16 -0.442 1.839 0.474  0.094
H17 1.003 2.728 -0.087  0.073
H18 1.170 1.353 1.014  0.077
H19 1.226 1.003 -3.988  0.067
H20 1.710 2.031 -2.854  0.067

Cartesian forces, eV/Å:
0.0 0.0 0.1
-0.5 -0.1 -0.3
0.2 0.2 0.2
0.2 -0.2 0.4
0.0 -0.1 0.2
-0.2 -0.1 0.1
0.1 -0.2 -0.1
0.3 -0.2 0.0
0.3 0.4 0.0
-0.3 0.3 -0.1
-0.1 -0.2 -0.2
0.0 0.1 -0.2
0.0 -0.1 -0.1
0.0 0.1 0.0
-0.1 0.0 0.0
0.1 0.1 0.1
-0.1 -0.2 -0.1
0.1 0.2 0.0
0.2 0.0 0.0
0.0 -0.1 0.0
0.0 0.0 0.1
0.0 0.0 0.0
0.0 0.0 0.0
0.0 -0.1 0.0
0.0 0.0 0.0
0.0 0.1 0.0
0.0 0.0 0.0
-0.1 0.0 0.0
0.0 0.0 0.0
0.0 0.0 0.0
0.0 0.0 0.0

## Properties
HOMO-LUMO gap   0.2805 hartree
HOMO   -4.70 eV
Total charge   -1

Record 3
Computed, not measured: a 3-piece molecular cluster, C7H20N2 overall, with ωB97M-V/def2-TZVPD.

Each line ends with the Löwdin charge.
Element x y z (Å)
C1 1.620 0.319 0.151  -0.460
C2 -1.097 1.703 -0.350  -0.103
C3 1.936 0.715 -1.261  -0.102
C4 2.086 1.292 1.192  -0.097
C5 1.884 -1.125 0.452  -0.102
N1 -0.866 0.357 0.127  -0.270
N2 -1.066 0.136 1.500  0.057
H1 -0.222 -0.259 1.896  0.058
H2 -1.845 -0.499 1.636  0.064
H3 -0.417 2.401 0.139  0.066
H4 -2.134 1.992 -0.172  0.080
H5 -0.905 1.725 -1.421  0.083
H6 1.414 0.077 -1.984  0.078
H7 3.013 0.625 -1.479  0.086
H8 1.649 1.749 -1.466  0.071
H9 1.735 2.307 0.987  0.067
H10 1.755 1.018 2.197  0.070
H11 3.188 1.351 1.239  0.085
H12 1.768 -1.362 1.513  0.073
H13 1.205 -1.787 -0.111  0.066
H14 2.904 -1.428 0.168  0.087
C6 -2.256 -2.124 -0.533  -0.193
C7 -2.628 -0.688 -0.699  -0.144
H15 -2.623 -2.538 0.409  0.061
H16 -1.158 -2.278 -0.539  0.048
H17 -2.641 -2.767 -1.334  0.063
H18 -3.462 -0.310 -0.116  0.050
H19 -2.576 -0.282 -1.704  0.049
H20 -0.263 -0.321 -0.436  0.109

Cartesian forces, eV/Å:
1.8 0.2 0.2
0.6 -0.4 0.1
-0.3 0.0 0.0
-0.1 0.1 0.1
-0.4 -0.2 0.0
0.6 -1.2 -1.0
0.5 0.2 -0.4
0.0 0.0 0.2
0.0 -0.2 -0.1
-0.1 0.2 0.0
0.0 0.0 0.0
-0.1 0.0 0.0
0.1 0.0 0.0
-0.1 0.0 0.1
0.0 0.0 0.0
0.0 0.0 0.0
0.0 0.0 0.0
-0.1 -0.1 -0.1
0.0 0.0 0.0
0.1 0.0 0.1
-0.1 0.1 0.0
0.2 -0.1 0.0
-1.2 -0.6 -0.5
0.0 0.0 0.0
-0.2 0.0 0.0
0.0 0.0 0.0
0.1 0.0 0.0
0.1 0.1 0.0
-1.5 1.7 1.5

## Properties
HOMO-LUMO gap (alpha / beta)   0.2787 / 0.2442 hartree
HOMO (alpha / beta)   -6.76 / -5.89 eV
ΔE to the lowest compared entry with this formula, charge and spin   119.0 kcal/mol

Record 4
Computed, not measured: a 4-piece molecular cluster, C7H20NO3 overall, with ωB97M-V/def2-TZVPD.

Each line ends with the Löwdin charge.
Element x y z (Å)
C1 0.871 1.113 1.565  -0.168
C2 -0.238 0.426 2.319  -0.218
C3 -0.317 -1.127 2.144  -0.264
C4 -1.501 -0.688 -2.131  -0.121
C5 -0.815 -1.713 -1.552  -0.277
C6 -0.335 -1.812 -0.205  -0.277
C7 -1.058 -1.500 0.933  -0.225
N1 0.723 0.977 0.092  0.159
H1 0.924 2.170 1.789  0.116
H2 1.782 0.518 1.797  0.121
H3 -1.258 0.715 2.049  0.109
H4 -0.001 0.558 3.393  0.110
H5 -1.038 -1.333 2.995  0.106
H6 0.636 -1.603 2.406  0.103
H7 -1.513 -0.628 -3.205  0.019
H8 -1.947 0.112 -1.573  0.010
H9 -0.306 -2.476 -2.172  0.080
H10 0.617 -2.337 -0.033  0.065
H11 -2.147 -1.428 0.935  0.091
H12 0.756 1.897 -0.354  0.135
H13 -0.298 0.828 -0.115  0.109
H14 1.229 0.245 -0.408  0.109
H15 3.462 -1.270 0.914  0.054
H16 2.930 -1.851 -0.564  0.042
O1 3.056 -1.126 0.048  -0.061
H17 -1.980 3.373 0.119  0.050
H18 -2.310 2.641 -1.130  0.056
O2 -1.680 2.618 -0.400  -0.044
H19 0.849 0.120 -2.995  0.041
H20 0.543 1.631 -3.652  0.038
O3 0.366 0.951 -3.009  -0.070

Cartesian forces, eV/Å:
0.6 -1.6 0.1
0.3 -1.1 0.7
-2.1 0.7 2.2
-0.7 -0.9 -0.3
2.2 -0.4 0.4
-0.7 -0.8 -0.6
0.6 0.2 -0.6
-2.6 1.4 -0.9
0.4 0.1 0.1
-0.2 1.0 0.1
0.3 0.7 0.2
-0.4 0.5 -0.4
1.0 -0.3 -0.4
0.0 -0.2 -0.5
-0.4 0.0 -0.1
-0.1 0.3 0.3
-0.4 0.6 -0.3
-0.2 0.0 -0.2
0.2 0.2 -0.1
0.9 -0.2 -0.3
0.7 -0.8 0.1
0.2 -0.2 0.3
-0.2 -1.0 -0.8
0.3 -0.7 0.7
-0.2 1.7 0.1
0.2 -0.1 0.3
0.2 -0.4 -0.2
-0.2 0.5 0.0
0.2 0.3 -0.8
0.9 -0.5 -0.6
-0.6 0.8 1.3

## Properties
Expectation value of S²   0.77
HOMO-LUMO gap (alpha / beta)   0.1217 / 0.2274 hartree
Multiplicity   2
HOMO (alpha / beta)   -3.16 / -6.06 eV

Record 5
Computed, not measured: C7H20Nb as an isolated structure, with ωB97M-V/def2-TZVPD.

Each line ends with the Löwdin charge.
Element x y z (Å)
C1 1.129 1.902 -1.946  -0.140
C2 -0.316 2.107 -1.363  -0.284
C3 -0.260 1.848 0.179  -0.263
C4 -1.671 1.394 0.673  -0.325
C5 -1.747 -0.042 1.303  -0.436
Nb1 -0.893 -1.758 0.077  1.118
C6 1.043 -1.820 1.323  -0.477
C7 2.295 -2.248 0.470  -0.273
H1 1.284 0.848 -2.203  0.037
H2 1.826 2.207 -1.151  0.059
H3 1.310 2.525 -2.836  0.052
H4 -0.655 3.140 -1.520  0.093
H5 -0.949 1.371 -1.871  0.076
H6 0.002 2.805 0.661  0.096
H7 0.539 1.132 0.397  0.062
H8 -2.452 1.526 -0.089  0.085
H9 -1.950 2.103 1.482  0.078
H10 -1.331 -0.051 2.329  0.025
H11 -2.829 -0.264 1.430  0.009
H12 -1.740 -2.992 1.145  -0.179
H13 -2.336 -1.676 -1.038  -0.195
H14 0.009 -0.709 -1.100  -0.123
H15 -0.323 -3.186 -0.947  -0.191
H16 0.940 -2.451 2.220  0.007
H17 1.242 -0.767 1.607  0.002
H18 2.534 -1.437 -0.236  0.033
H19 2.114 -3.154 -0.116  0.017
H20 3.185 -2.352 1.120  0.037

Cartesian forces, eV/Å:
-0.7 0.7 0.3
1.7 -0.5 0.3
-1.3 0.3 -1.1
0.4 0.1 1.6
-0.8 0.2 -0.7
0.4 0.9 2.6
0.7 0.1 -1.5
-0.2 0.5 0.7
0.0 0.2 0.2
0.1 -0.1 -0.4
0.0 -0.2 0.2
-0.1 -0.3 -0.2
-0.2 0.3 0.3
0.1 -0.3 -0.1
-0.3 -0.1 0.1
0.4 -0.2 -0.1
-0.1 -0.2 -0.3
0.1 0.0 -0.4
0.4 0.0 0.0
-0.1 -0.7 -0.2
-0.1 0.1 -0.6
0.2 -0.3 -0.7
-0.3 -0.2 -0.2
-0.1 0.2 -0.2
-0.3 -0.4 0.3
-0.1 -0.3 0.1
0.2 0.1 0.2
-0.2 -0.3 -0.3

## Properties
HOMO-LUMO gap   0.2712 hartree
HOMO   -4.28 eV
Total charge   -1

Record 6
Computed, not measured: a 5-piece molecular cluster, C7H20O4 overall, with ωB97M-V/def2-TZVPD.

Each line ends with the Löwdin charge.
Element x y z (Å)
C1 -0.113 -0.881 -0.292  -0.104
C2 0.775 -0.886 0.932  -0.196
C3 1.024 0.467 1.537  -0.316
C4 2.102 0.934 2.163  0.103
C5 -0.099 1.475 1.392  -0.148
C6 -1.418 0.922 1.751  0.050
C7 -2.576 1.656 1.547  0.251
H1 -1.103 -1.267 -0.085  0.072
H2 -0.296 0.118 -0.676  0.047
H3 0.144 -1.333 -1.251  0.056
H4 1.701 -1.416 0.789  0.123
H5 0.310 -1.460 1.742  0.109
H6 2.046 1.936 2.572  0.076
H7 2.995 0.377 2.415  0.087
H8 -0.263 1.975 0.411  0.159
H9 -0.009 2.453 1.896  0.168
H10 -1.342 -0.077 2.151  0.145
H11 -3.581 1.261 1.587  0.111
H12 -2.561 2.706 1.749  0.110
H13 1.723 1.351 -0.757  0.025
H14 1.939 1.661 -2.303  0.066
O1 1.426 1.173 -1.654  -0.034
H15 0.467 -2.907 -3.568  0.047
H16 1.106 -1.848 -2.591  0.001
O2 0.644 -1.975 -3.417  -0.046
H17 0.037 -4.005 0.823  0.049
H18 -1.422 -4.303 1.133  0.049
O3 -0.845 -3.625 0.771  -0.044
H19 -0.758 2.210 -2.942  0.004
H20 -0.791 1.266 -4.079  0.038
O4 -1.263 2.043 -3.748  -0.058

Cartesian forces, eV/Å:
-1.3 0.8 -0.9
0.1 -0.4 0.7
0.4 1.4 -0.6
-0.1 -0.1 0.4
-1.3 -0.1 0.1
1.4 0.6 -0.7
-0.8 -0.4 1.5
-0.2 -0.4 0.2
0.1 0.3 0.2
0.5 -0.5 0.8
0.6 0.0 -0.2
-0.2 -0.2 -0.2
0.3 0.0 0.0
-0.1 -0.2 -0.3
0.3 -0.5 -0.3
0.3 -0.2 0.7
-0.8 -0.4 0.0
0.0 -0.5 -0.4
0.3 0.8 -0.6
0.6 0.3 -0.2
0.3 0.2 0.3
-0.6 -0.2 -0.2
0.2 -0.1 0.3
0.3 -0.4 0.0
-0.3 0.5 -0.6
0.0 -0.1 0.0
-0.1 -0.1 0.0
0.0 0.1 0.1
-0.1 0.2 0.0
-0.3 0.0 -0.3
0.5 -0.3 0.4

## Properties
Expectation value of S²   0.75
HOMO-LUMO gap (alpha / beta)   0.3071 / 0.1945 hartree
Multiplicity   2
HOMO (alpha / beta)   -13.61 / -13.61 eV
ΔE to the lowest compared entry with this formula, charge and spin   33.9 kcal/mol
Total charge   +1

Sequential strongest force on any atom output: 0.7 0.6 2.7 3.2 2.8 1.8 eV Å⁻¹